w:
The following is a DFT calculation (ωB97M-V/def2-TZVPD) of C7H6Br3N as an isolated structure.

Summary:
Molar mass ... 343.844 g/mol
Highest occupied orbital energy (spin up / spin down) ... -7.98 / -8.14 eV

CARTESIAN COORDINATES (ANGSTROEM)
C: -2.32010 -1.13275 -0.38683
C: -2.43699 -0.08560 0.53900
C: -1.08586 -1.29461 -1.08780
C: -1.38080 0.78861 0.74178
C: -0.06849 -0.37307 -0.98380
C: -0.20773 0.69307 0.03325
C: 3.91125 0.05022 0.69992
N: 0.78786 1.58848 0.00156
Br: 3.48177 -1.72616 0.95001
Br: 4.40687 0.40923 -1.16916
Br: 2.72958 1.25088 1.34491
H: -3.21084 -1.65115 -0.40293
H: -3.39692 0.17638 0.97330
H: -1.01032 -2.14865 -1.76894
H: -1.62444 1.65448 1.30581
H: 0.83761 -0.58194 -1.37317
H: 0.58756 2.38257 0.58309

x:
The following is a DFT calculation (ωB97M-V/def2-TZVPD) of a 2-piece molecular cluster, C7H6Br3N overall.

Summary:
Molar mass ... 343.844 g/mol
Highest occupied orbital energy (spin up / spin down) ... -8.61 / -8.25 eV

CARTESIAN COORDINATES (ANGSTROEM)
C: 2.30895 1.36946 -0.53018
C: 1.09999 0.80668 -0.39256
C: -0.20808 1.12400 -0.52575
C: 1.72709 -1.16825 0.46250
C: -1.17818 0.30353 -0.91552
C: 0.74226 -1.80100 1.25972
C: -2.57482 0.60037 -0.72313
N: 3.30271 1.95931 -0.51719
Br: -0.78661 2.82388 0.23854
Br: 3.56350 -1.18072 0.89752
Br: -0.72452 -1.28579 -1.87158
H: 0.80627 -2.87631 1.06898
H: 1.11584 -1.56892 2.33032
H: -0.16832 -1.31070 1.02423
H: -3.12697 0.35538 -1.55230
H: -2.81399 1.72285 -0.41166
H: -3.08511 0.12624 0.15805

Least stable = x

w:
The following is a DFT calculation (ωB97M-V/def2-TZVPD) of a 40-piece molecular cluster, H80O40 overall.

Summary:
Multiplicity ... 2
⟨S²⟩ ... 0.7580
Molar mass ... 720.600 g/mol
Highest occupied orbital energy (spin up / spin down) ... -12.01 / -12.01 eV
Net charge ... +1

CARTESIAN COORDINATES (ANGSTROEM)
H: -2.58455 0.74242 4.07540
H: -2.57767 -0.28720 5.59965
O: -2.40047 -0.06614 4.66143
H: -2.80710 1.93995 2.23791
H: -1.81105 2.66232 3.45192
O: -2.24932 1.82675 3.10149
H: -0.13402 -3.32527 2.36182
H: 0.59790 -1.96831 2.80657
O: 0.34882 -2.95995 3.05839
H: -4.23823 -5.01810 2.19975
H: -4.53592 -3.50619 2.60441
O: -3.98171 -4.06554 1.98383
H: 2.92715 0.41469 -2.78472
H: 1.86749 0.99395 -3.42492
O: 2.74743 1.26080 -3.16847
H: 3.75722 -1.82918 -1.17614
O: 3.12861 -1.16208 -1.08794
H: -4.36448 2.92832 -2.65096
O: -4.81479 3.71462 -2.25856
H: -1.03338 5.68087 -2.74965
H: -2.49256 5.63209 -2.24132
O: -1.60881 5.99890 -1.96368
H: -1.60309 -2.53542 -0.79302
H: -0.80413 -3.85167 -0.90524
O: -0.91169 -2.87500 -1.04338
H: 5.84285 -0.96311 1.16121
H: 5.47412 -2.19096 1.89168
O: 6.19362 -1.57769 1.78556
H: -2.20724 2.34816 5.22560
H: -1.36488 1.77993 6.09450
O: -2.27881 1.99231 6.05841
H: 1.27879 -2.48111 -0.58818
O: 1.16216 -1.97980 0.25524
H: -0.58674 -0.53775 -3.80740
H: -0.15445 -0.08515 -2.55865
O: 0.08245 -0.57818 -3.20321
H: -0.65472 2.28148 -1.86801
H: -1.70026 1.58421 -1.04553
O: -1.17581 1.49211 -1.77366
H: -3.16698 0.41421 0.09379
H: -2.06191 0.25756 1.45187
O: -2.42963 0.78283 0.61928
H: -4.88805 0.88674 -0.73575
H: -3.82518 0.69822 -1.75624
O: -4.69786 1.21038 -1.64466
H: 0.00293 2.67784 -5.65712
H: -0.82141 1.34939 -5.54711
O: -0.01273 1.76616 -5.32110
H: -1.72676 -2.24675 1.34982
H: -1.32589 -1.30157 2.31767
O: -1.16455 -1.54608 1.28827
H: -2.46493 -3.80429 -3.35937
O: -1.86450 -2.99758 -3.54087
H: 4.81058 -0.63556 3.76113
H: 5.86852 -0.19095 2.88169
O: 5.10774 0.07670 3.28161
H: 1.24923 5.73931 -2.05790
O: 1.58226 5.56869 -1.08192
H: 0.48282 1.40859 0.07872
H: 1.32082 0.22099 0.27888
O: 1.39904 1.09386 -0.05414
H: 1.89619 -4.05074 2.11438
H: 1.13951 -3.98470 0.80215
O: 1.91429 -4.45670 1.14078
H: -3.28134 -1.37938 -4.77207
H: -4.91327 -1.32295 -4.64717
O: -3.93880 -1.02229 -4.32816
H: 1.72843 2.93340 -2.25590
H: 1.74638 3.51484 -3.84355
O: 1.35719 3.62675 -2.89739
H: -0.40759 0.45309 3.79048
H: 1.14560 0.42764 3.34321
O: 0.46081 0.22120 3.96951
H: 1.97170 -0.81697 6.31001
H: 0.57938 -0.93010 5.86396
O: 1.25071 -1.30284 6.33756
H: 4.85897 1.97479 -1.20764
H: 3.22112 1.55062 -1.05010
O: 4.16368 1.31986 -0.76167
H: 3.05406 1.47032 1.29794
H: 3.62342 0.89011 2.68639
O: 2.87043 1.32583 2.26809
H: 2.60414 -2.63437 -3.96250
H: 2.17946 -1.52233 -4.88080
O: 2.91404 -1.91779 -4.38051
H: 0.06118 -3.50107 -3.68441
H: 0.58515 -4.50720 -4.56635
O: 0.77546 -3.73087 -4.15614
H: 1.11323 3.19960 1.90605
O: 1.58557 3.47287 2.73714
H: -0.75940 -4.98172 -1.55067
H: -1.05745 -6.17656 -0.64268
O: -1.32147 -5.35354 -0.86858
H: -1.15477 -2.94556 -2.79497
H: 3.01181 -0.76695 -0.18717
H: 0.95312 6.19737 -0.66986
H: -5.69258 3.44639 -2.11726
H: 0.25400 -1.57712 0.04426
H: 2.39858 3.04717 3.05585
O: -4.50926 -1.09219 0.57684
H: -4.16763 -1.66560 -0.18443
H: -5.10772 -1.56038 1.15786
O: -1.01699 3.95262 4.07115
H: -0.77888 4.45372 4.92593
H: -0.33709 3.57640 3.59338
O: -3.25013 2.71000 -5.22645
H: -3.68137 3.56002 -4.66945
H: -3.74416 1.89627 -5.05123
O: 3.85808 3.70935 0.14860
H: 2.92681 3.26594 0.09037
H: 3.62564 4.64729 0.23822
O: 3.21978 -1.39433 3.99940
H: 3.27806 -1.58873 5.01260
H: 2.24980 -1.44712 3.98918
O: -3.37825 -1.28636 -2.30780
H: -2.56175 -1.07520 -2.61704
H: -3.36775 -2.17989 -2.78225
O: 4.33220 -3.55017 0.56317
H: 3.57846 -3.97677 1.11246
H: 4.23492 -4.00376 -0.25137

x:
The following is a DFT calculation (ωB97M-V/def2-TZVPD) of H80O40 as an isolated structure.

Summary:
Multiplicity ... 2
⟨S²⟩ ... 0.7532
Molar mass ... 720.600 g/mol
Highest occupied orbital energy (spin up / spin down) ... -11.84 / -11.84 eV
Net charge ... +1

CARTESIAN COORDINATES (ANGSTROEM)
H: -0.08208 5.69886 3.63504
H: 0.28654 4.36550 2.97493
O: 0.56662 5.26208 3.08161
H: 0.75010 1.56486 -3.00972
H: -0.35250 0.40599 -2.85559
O: 0.40540 0.74003 -3.36110
H: -2.60559 0.61853 2.61238
H: -2.84597 -0.83481 2.54453
O: -2.49776 -0.16839 3.14413
H: 2.14042 -0.34752 3.11663
H: 1.19752 -0.41922 1.77273
O: 1.56201 0.09176 2.49608
H: -0.52281 2.29323 2.28695
H: -2.16014 2.47211 2.08894
O: -1.34110 2.02422 1.85448
H: -0.87618 3.97125 -3.61038
O: -1.79009 4.13104 -3.30422
H: -4.59478 -3.77555 -1.02307
O: -5.21197 -3.77905 -0.29621
H: -2.64330 -0.85642 -2.65253
H: -2.81652 0.48189 -3.60439
O: -2.27149 -0.03004 -2.96867
H: -3.37909 2.20886 -4.98201
H: -3.25599 0.74990 -5.44388
O: -3.64772 1.30483 -4.74926
H: -4.91648 -2.17445 -2.29847
H: -3.63636 -2.94608 -3.00606
O: -4.18738 -2.15799 -2.91740
H: 0.80161 5.24872 -2.38178
H: 1.89901 4.13789 -2.12005
O: 1.02156 4.30838 -2.47279
H: 0.28755 -0.69808 3.44569
O: -0.27160 -1.39028 3.80276
H: -0.87813 -0.60820 1.56434
H: -0.21714 -1.73981 0.77867
O: -1.08380 -1.40188 1.04075
H: -2.26699 2.59631 -0.65720
H: -2.59633 4.09408 -0.72828
O: -2.99212 3.21486 -0.80489
H: -3.65387 -1.04899 -0.94339
H: -2.84073 -1.26984 0.39057
O: -3.72481 -1.12548 0.03242
H: 3.40517 2.11992 -2.98081
H: 4.19613 2.40598 -4.23824
O: 3.80602 2.85791 -3.48373
H: 2.13491 2.04156 2.25460
H: 1.95630 3.53110 2.33400
O: 2.35499 2.78806 2.83311
H: 2.72838 -2.08704 0.29034
H: 3.38025 -0.98718 -0.47287
O: 2.73949 -1.12547 0.23555
H: 2.34773 -1.63159 4.25243
O: 2.81579 -2.47821 4.09292
H: 3.29673 -1.74388 -2.13246
H: 4.70425 -1.24370 -1.56543
O: 4.06620 -1.97693 -1.54754
H: 1.30893 2.24193 4.08571
O: 0.73761 1.47663 4.24239
H: -3.28100 -5.40279 1.83998
H: -4.04409 -4.49052 1.03741
O: -4.09502 -4.88773 1.93580
H: 4.19440 -2.24301 2.34592
H: 4.83469 -3.47704 1.61967
O: 4.62640 -2.54223 1.53000
H: 1.72930 -3.15540 -2.50173
H: 2.26393 -3.89572 -1.32900
O: 1.45258 -3.85487 -1.86515
H: -6.81348 -0.04413 -0.07345
H: -5.35691 0.23195 -0.35430
O: -6.23397 0.58745 -0.50421
H: 5.06229 -0.51447 3.30898
H: 4.82436 0.93146 2.92806
O: 4.67554 0.00496 2.59332
H: -1.58076 -3.92588 4.52791
H: -1.21631 -5.12052 3.68922
O: -1.89967 -4.42613 3.73287
H: 3.19736 2.40869 -0.22194
H: 1.91217 1.51140 -0.51505
O: 2.55390 2.14709 -0.87432
H: 5.87204 -0.81232 -0.07855
H: 6.03727 -2.06357 0.60521
O: 6.40185 -1.62965 -0.22751
H: -1.74662 6.52008 -0.21308
H: -2.18335 5.90468 -1.54925
O: -1.56663 5.76284 -0.79537
H: -0.47336 1.27629 -0.22296
H: -0.65220 -0.17718 -0.56252
O: 0.04079 0.55039 -0.60164
H: -1.80367 -2.08067 5.55027
O: -2.34804 -2.87023 5.69936
H: -0.40468 -0.68071 -5.64180
H: 0.88407 0.16099 -5.81848
O: 0.44755 -0.64287 -6.08195
H: 2.10034 -2.94928 4.55699
H: -1.83397 3.50514 -2.56519
H: -0.20693 1.65229 4.22903
H: -5.15094 -2.89583 0.15396
H: -0.91833 -1.63711 3.14557
H: -3.20344 -2.65948 5.32610
O: 1.80124 -1.54790 -3.35378
H: 1.61573 -2.01159 -4.16195
H: 1.20568 -0.78439 -3.28671
O: 0.32589 3.22911 -0.02532
H: 1.10471 3.37382 -0.60556
H: -0.22867 4.00559 -0.11171
O: 5.39345 0.00666 0.04298
H: 6.19032 0.50774 -0.03878
H: 5.03588 -0.09994 0.93738
O: 3.58789 -3.12505 -4.81231
H: 3.95455 -2.52771 -4.16295
H: 3.12841 -2.68284 -5.51501
O: -6.17047 -0.15265 -3.07141
H: -5.71787 0.54127 -3.55759
H: -5.87219 -0.17502 -2.14309
O: 4.92435 2.76900 3.53979
H: 4.82757 1.99259 4.08930
H: 4.02886 3.00563 3.18058
O: -5.06041 -2.25328 1.90098
H: -5.93075 -2.60789 2.14893
H: -4.44977 -2.97840 2.09079

Least stable = w

w:
The following is a DFT calculation (ωB97M-V/def2-TZVPD) of a 2-piece molecular cluster, C3H7FINO overall.

Summary:
Molar mass ... 218.997 g/mol
Highest occupied orbital energy ... -9.63 eV

CARTESIAN COORDINATES (ANGSTROEM)
C: 0.16041 -2.35251 0.00787
C: -0.10631 2.43234 -0.18571
C: -0.12553 0.08519 -0.15736
N: 0.54695 -1.02992 -0.42478
O: 0.38104 1.18175 -0.65726
F: 0.27199 0.48895 1.80471
I: -2.22607 -0.08074 0.05239
H: 1.05223 -2.93343 0.23333
H: -0.45328 -2.29354 0.90494
H: -0.39997 -2.85805 -0.78164
H: -0.18120 2.40279 0.90303
H: -1.08236 2.65749 -0.62381
H: 0.62896 3.17273 -0.49068
H: 1.53313 -0.87305 -0.58503

x:
The following is a DFT calculation (ωB97M-V/def2-TZVPD) of a 2-piece molecular cluster, C3H7FINO overall.

Summary:
Molar mass ... 218.997 g/mol
Highest occupied orbital energy ... -8.32 eV

CARTESIAN COORDINATES (ANGSTROEM)
C: 1.02796 -0.61303 2.09166
C: -1.19514 0.82791 -1.93880
C: -0.10707 0.23608 0.12415
N: -0.17758 -0.35092 1.28804
O: -1.21408 0.34912 -0.60717
F: 0.72591 -1.19864 -1.91244
I: 1.65908 1.06284 -0.67432
H: 0.67161 -1.23558 2.94033
H: 1.74987 -1.28820 1.61962
H: 1.44028 0.33466 2.28077
H: -0.84523 1.92618 -2.02568
H: -2.25223 0.90557 -2.39949
H: -0.44094 0.01483 -2.28645
H: -1.04246 -0.97082 1.49978

Least stable = x

w:
The following is a DFT calculation (ωB97M-V/def2-TZVPD) of a 2-piece molecular cluster, C4H12N2O2 overall.

Summary:
Multiplicity ... 2
⟨S²⟩ ... 0.7545
Molar mass ... 120.152 g/mol
Highest occupied orbital energy (spin up / spin down) ... -14.37 / -14.22 eV
Net charge ... +1

CARTESIAN COORDINATES (ANGSTROEM)
C: 0.52901 1.79502 -1.21664
N: 0.13582 0.39477 -1.11948
C: 0.06618 -0.30018 -2.43174
C: 0.74554 -0.50757 -0.11035
C: -0.28232 -1.24728 0.69583
N: -1.46184 -0.63639 1.05825
O: -0.07987 -2.41200 0.99577
H: -0.13792 2.37624 -0.52297
H: 1.54868 1.99776 -1.27938
H: 0.19987 2.23925 -2.22717
H: -0.61999 0.26006 -3.09400
H: -0.52650 -1.17443 -2.16913
H: 0.89821 -0.52480 -3.08930
H: 1.37811 0.04414 0.64246
H: 1.56275 -1.13168 -0.64557
H: -2.10636 -1.17304 1.60461
H: -1.51345 0.31804 0.75090
H: 0.76986 2.38403 2.64854
H: -0.19017 1.21149 2.26566
O: 0.27747 1.98330 1.95097

x:
The following is a DFT calculation (ωB97M-V/def2-TZVPD) of a 2-piece molecular cluster, C4H12N2O2 overall.

Summary:
Multiplicity ... 2
⟨S²⟩ ... 0.7590
Molar mass ... 120.152 g/mol
Highest occupied orbital energy (spin up / spin down) ... -15.85 / -15.67 eV
Net charge ... +1

CARTESIAN COORDINATES (ANGSTROEM)
C: -0.28467 0.22851 -0.46831
C: -1.28745 -0.07832 -1.55801
C: -1.84291 1.21608 -2.14445
N: 0.19520 -1.00590 0.27729
H: 0.60925 0.72282 -0.84388
H: -0.70603 0.86790 0.30450
H: -2.09522 -0.68690 -1.14013
H: -0.82180 -0.68487 -2.33762
H: -2.37660 1.77688 -1.37655
H: -1.03995 1.83186 -2.54027
H: -2.56026 0.98556 -2.92785
H: -0.60556 -1.61555 0.43056
H: 0.93153 -1.48552 -0.23652
H: 0.58555 -0.66737 1.24786
N: 1.30626 -0.65981 2.65444
C: 2.13880 0.02831 1.68868
O: 3.05616 -0.56791 1.13646
O: 1.86855 1.22621 1.46009
H: 1.82074 -1.46624 3.00093
H: 1.10840 0.03426 3.37278

Least stable = w